(1)
{
  "formula": "C2H6N4S",
  "method": "ωB97M-V/def2-TZVPD",
  "e_above_lowest_kcal_mol": 96.22,
  "homo_lumo_gap_ev": 8.24,
  "e_lumo_ha": 0.0206,
  "e_homo_ha": -0.282,
  "elements": ["C", "C", "N", "N", "N", "N", "S", "H", "H", "H", "H", "H", "H"],
  "coordinates": [[0.498, 0.100, 0.589], [1.502, -0.510, -0.394], [-1.244, 1.374, -0.241], [0.081, 1.443, 0.099], [-0.746, -0.647, 0.568], [-1.584, 0.177, 0.015], [-2.932, -0.684, -0.560], [0.932, 0.145, 1.599], [2.400, 0.099, -0.443], [1.060, -0.560, -1.388], [1.759, -1.515, -0.074], [0.305, 2.256, 0.651], [-2.031, -1.679, -0.422]]
}

=====

(2)
{
  "formula": "C9H17NO5",
  "method": "ωB97M-V/def2-TZVPD",
  "e_above_lowest_kcal_mol": 107.74,
  "smiles": "C[C@H](O)N([C@H](C)O)[C@@H](C)O.C=C1OC1=O",
  "homo_lumo_gap_ev": 9.82,
  "e_lumo_ha": 0.0192,
  "e_homo_ha": -0.342,
  "elements": ["C", "C", "O", "N", "C", "C", "O", "C", "C", "O", "H", "H", "H", "H", "H", "H", "H", "H", "H", "H", "H", "H", "H", "H", "H", "C", "C", "O", "C", "O", "H", "H"],
  "coordinates": [[-2.019, -0.458, -1.782], [-0.547, -0.631, -1.332], [-0.368, -1.982, -1.382], [-0.121, -0.003, -0.069], [-0.562, -0.626, 1.229], [-0.035, -2.010, 1.688], [-1.969, -0.704, 1.296], [-0.372, 1.458, -0.093], [0.104, 2.305, -1.307], [-1.767, 1.692, 0.054], [-2.475, -1.379, -1.365], [-2.368, 0.460, -1.568], [-1.960, -0.464, -2.969], [0.141, -0.051, -1.970], [0.533, -2.015, -0.947], [-0.259, 0.218, 1.945], [0.969, -2.086, 1.880], [-0.449, -2.044, 2.712], [-0.200, -2.934, 1.033], [-2.214, -1.221, 0.573], [0.253, 1.773, 0.947], [-0.559, 2.237, -2.230], [0.006, 3.335, -0.754], [1.075, 2.052, -1.509], [-2.045, 0.925, 0.648], [2.461, 1.128, 1.656], [2.375, 0.437, 0.590], [2.588, 0.447, -0.815], [2.333, -0.741, -0.173], [2.371, -1.908, -0.350], [2.412, 0.664, 2.721], [2.668, 2.126, 1.642]]
}

=====

(3)
{
  "formula": "C6H14IN2",
  "method": "ωB97M-V/def2-TZVPD",
  "total_charge": 1,
  "e_above_lowest_kcal_mol": 71.24,
  "homo_lumo_gap_ev": 9.68,
  "e_lumo_ha": -0.1287,
  "e_homo_ha": -0.484,
  "elements": ["C", "C", "C", "C", "C", "C", "N", "N", "I", "H", "H", "H", "H", "H", "H", "H", "H", "H", "H", "H", "H", "H", "H"],
  "coordinates": [[2.056, 0.233, -0.154], [-0.266, -0.573, -2.384], [0.846, -0.297, 0.103], [0.631, -1.724, 0.194], [-1.123, -0.245, 1.708], [-0.261, 1.798, 0.848], [-1.054, 0.324, -1.985], [-0.344, 0.404, 0.576], [-1.090, 2.165, -2.883], [2.184, 1.293, -0.099], [2.807, -0.438, -0.412], [0.330, -0.643, -3.223], [-0.536, -1.485, -1.879], [0.951, -2.380, -0.581], [-0.466, -1.963, 0.324], [1.081, -2.085, 1.158], [-0.379, -0.372, 2.504], [-1.809, 0.517, 2.005], [-1.649, -1.219, 1.678], [0.274, 1.845, 1.841], [0.092, 2.454, -0.082], [-1.302, 2.078, 1.096], [-0.973, 0.313, -0.353]]
}

=====

(4)
{
  "formula": "C19H33Cl2InN2O4",
  "method": "ωB97M-V/def2-TZVPD",
  "e_above_lowest_kcal_mol": 13.48,
  "homo_lumo_gap_ev": 6.00,
  "e_lumo_ha": -0.0124,
  "e_homo_ha": -0.233,
  "elements": ["O", "C", "C", "C", "H", "C", "H", "C", "H", "C", "H", "C", "H", "H", "C", "C", "H", "H", "H", "C", "C", "H", "H", "H", "H", "In", "Cl", "Cl", "H", "H", "C", "C", "N", "H", "C", "O", "H", "H", "H", "H", "H", "H", "C", "C", "N", "H", "C", "O", "H", "H", "H", "H", "C", "C", "O", "H", "H", "H", "H", "H", "H"],
  "coordinates": [[1.253, -0.445, -2.326], [0.366, -0.119, -3.124], [-0.003, 1.314, -3.243], [0.401, 2.201, -2.232], [0.809, 1.786, -1.312], [0.381, 3.578, -2.424], [0.705, 4.244, -1.634], [-0.047, 4.099, -3.645], [0.055, 5.161, -3.868], [-0.618, 3.236, -4.600], [-1.086, 3.642, -5.503], [-0.584, 1.844, -4.413], [-0.936, 1.130, -5.169], [-0.255, -0.853, -3.680], [-3.328, -1.027, -0.438], [-3.157, 0.196, 0.410], [-3.813, -0.847, -1.422], [-3.898, -1.778, 0.131], [-2.360, -1.498, -0.730], [-3.401, 1.468, 0.091], [-4.661, 2.275, -0.096], [-2.540, 2.127, -0.032], [-4.745, 2.665, -1.118], [-4.592, 3.180, 0.524], [-5.588, 1.740, 0.146], [-1.538, -0.159, 1.856], [-0.089, 1.641, 1.338], [-2.767, 0.058, 3.871], [4.578, 1.279, -1.394], [4.421, 1.637, 1.157], [3.489, 1.434, -1.354], [3.323, 1.631, 1.083], [2.925, 0.907, -0.116], [3.012, 0.956, -2.213], [2.531, -0.390, 0.017], [1.979, -0.861, 1.019], [2.888, 1.149, 1.963], [2.750, -1.027, -0.856], [3.306, 2.515, -1.394], [2.973, 2.667, 1.015], [-0.306, -5.514, 1.693], [1.436, -5.323, -0.241], [-0.961, -4.891, 1.068], [0.733, -4.644, -0.739], [-0.136, -4.017, 0.242], [-1.615, -4.281, 1.694], [-0.194, -2.702, 0.354], [-0.951, -2.156, 1.226], [1.279, -3.852, -1.257], [0.461, -2.129, -0.318], [-1.555, -5.544, 0.413], [0.138, -5.217, -1.461], [0.996, -0.021, 5.529], [1.286, -0.148, 4.058], [0.294, -1.043, 3.498], [0.081, 0.553, 5.661], [1.820, 0.492, 6.024], [0.850, -1.004, 5.981], [1.175, 0.815, 3.549], [2.309, -0.516, 3.904], [0.721, -1.615, 2.837]]
}

=====

(5)
{
  "formula": "C4H9NO3",
  "method": "ωB97M-V/def2-TZVPD",
  "e_above_lowest_kcal_mol": 19.90,
  "smiles": "CC(=O)O.CC(N)=O",
  "homo_lumo_gap_ev": 10.17,
  "e_lumo_ha": 0.0196,
  "e_homo_ha": -0.354,
  "elements": ["C", "C", "O", "O", "H", "H", "H", "H", "C", "C", "N", "O", "H", "H", "H", "H", "H"],
  "coordinates": [[1.604, 0.883, -0.462], [1.943, -0.639, 0.106], [2.298, -1.469, -0.679], [1.645, -0.805, 1.358], [0.863, 1.522, 0.003], [2.533, 1.342, -0.122], [1.597, 0.912, -1.545], [0.732, -0.170, 1.680], [-2.052, 0.700, -0.384], [-1.075, -0.111, 0.420], [-0.982, -1.421, 0.099], [-0.607, 0.306, 1.512], [-2.984, 0.147, -0.488], [-2.259, 1.649, 0.099], [-1.662, 0.885, -1.381], [-1.331, -1.760, -0.781], [-0.264, -1.970, 0.564]]
}

=====

(6)
{
  "formula": "C22H29N3O5S",
  "method": "ωB97M-V/def2-TZVPD",
  "e_above_lowest_kcal_mol": 29.95,
  "smiles": "Cc1cc(C)n(-c2ccc(C(=O)OCC(=O)N(CC(C)C)[C@H]3CCS(=O)(=O)C3)cc2)n1",
  "homo_lumo_gap_ev": 8.99,
  "e_lumo_ha": 0.0154,
  "e_homo_ha": -0.315,
  "elements": ["C", "C", "C", "C", "C", "N", "C", "C", "C", "C", "C", "O", "O", "C", "C", "O", "N", "C", "C", "C", "C", "C", "C", "C", "S", "O", "O", "C", "C", "C", "N", "H", "H", "H", "H", "H", "H", "H", "H", "H", "H", "H", "H", "H", "H", "H", "H", "H", "H", "H", "H", "H", "H", "H", "H", "H", "H", "H", "H", "H"],
  "coordinates": [[-9.034, 0.096, 1.921], [-7.972, -0.358, 0.987], [-8.100, -1.237, -0.109], [-6.842, -1.342, -0.651], [-6.428, -2.086, -1.869], [-6.030, -0.551, 0.114], [-4.672, -0.256, -0.008], [-4.224, 0.970, 0.489], [-2.895, 1.314, 0.391], [-1.989, 0.450, -0.223], [-0.574, 0.853, -0.333], [-0.047, 1.714, 0.330], [0.074, 0.182, -1.305], [1.466, 0.423, -1.357], [2.119, -0.267, -0.150], [1.460, -1.025, 0.535], [3.443, -0.072, 0.056], [4.242, 0.938, -0.612], [4.353, 2.269, 0.165], [5.561, 3.041, -0.364], [3.092, 3.124, 0.073], [4.016, -0.934, 1.098], [4.068, -2.396, 0.596], [5.151, -2.488, -0.453], [6.487, -1.501, 0.309], [7.049, -0.577, -0.644], [7.406, -2.354, 1.006], [5.433, -0.609, 1.517], [-2.429, -0.785, -0.689], [-3.757, -1.144, -0.570], [-6.727, 0.049, 1.096], [-9.460, -0.754, 2.452], [-8.613, 0.792, 2.641], [-9.835, 0.587, 1.370], [-8.993, -1.717, -0.453], [-7.308, -2.280, -2.478], [-5.982, -3.049, -1.615], [-5.713, -1.512, -2.456], [-4.942, 1.627, 0.955], [-2.536, 2.257, 0.774], [1.649, 1.499, -1.364], [1.818, -0.039, -2.283], [5.246, 0.538, -0.769], [3.819, 1.133, -1.598], [4.513, 2.047, 1.224], [5.701, 3.959, 0.201], [6.467, 2.444, -0.290], [5.411, 3.302, -1.409], [3.228, 4.037, 0.649], [2.226, 2.606, 0.477], [2.895, 3.410, -0.959], [3.331, -0.886, 1.954], [3.091, -2.692, 0.218], [4.320, -3.041, 1.438], [4.881, -2.015, -1.392], [5.517, -3.495, -0.618], [5.652, -1.045, 2.487], [5.703, 0.438, 1.511], [-1.718, -1.470, -1.121], [-4.068, -2.124, -0.889]]
}